Computed, not measured: the molecule C9H6Br2O in a non-equilibrium geometry, with wB97M-V/def2-TZVPD.

Structure (XYZ):
```
18
Properties=species:S:1:pos:R:3:nbo_charge:R:1
O -3.4348 0.1135 0.8025 -0.663
C -2.1366 -0.3553 0.4992 -0.039
C -1.4893 -0.6060 -0.8697 -0.095
Br -2.4653 -0.6296 -2.4527 0.120
C 0.0687 -0.3344 -0.7229 -0.054
C 1.1661 -0.4648 -1.5501 -0.205
C 2.3916 0.0649 -1.1576 -0.188
C 2.5526 0.5537 0.1876 -0.225
C 1.5382 0.5577 1.0293 -0.168
C 0.2536 0.1289 0.5658 -0.144
C -0.9383 0.2171 1.2834 -0.053
Br -0.9958 0.4463 3.1175 0.114
H -3.6325 0.7890 0.2085 0.472
H -2.1805 -1.3358 0.8909 0.229
H 1.0454 -0.7363 -2.5922 0.223
H 3.1675 -0.2318 -1.8189 0.218
H 3.5937 0.7446 0.4678 0.222
H 1.4957 1.0784 2.1116 0.235
```

Frontier orbital gap (spin up / spin down) (eV): 6.8 / 6.9
Relative energy (zero: lowest compared OMol25 entry of this formula, charge and spin) (kJ/mol): 229.8
Spin multiplicity: 1
Max |F| (eV Å⁻¹): 5.4

***

Computed, not measured: a cluster of 8 separate species, C28H51BF3N3O24P in total in a non-equilibrium geometry, with wB97M-V/def2-TZVPD.

Structure (XYZ):
```
111
Properties=species:S:1:pos:R:3:mulliken_charge:R:1
O -2.4940 2.6758 -1.2817 -0.655
C -1.9961 1.5366 -1.3937 0.600
O -1.1185 1.0804 -0.5114 -0.018
B -0.7595 -0.3318 -1.0081 1.540
O -1.4344 -0.3812 -2.3875 -0.766
C -2.2800 0.5322 -2.4953 0.338
O -2.9673 0.8003 -3.5204 -0.714
O -1.3397 -1.3874 -0.1437 -0.859
C -0.4710 -2.2698 0.2935 0.587
O -0.6011 -3.2033 1.0917 -0.717
C 0.8725 -1.8432 -0.4254 -0.028
O 0.6462 -0.6234 -1.1263 0.244
O 1.9375 -2.4553 -0.2371 -0.669
C -1.6623 -2.0342 4.9795 -1.090
C -2.9315 -1.7167 4.0503 0.234
C -2.8851 -0.4741 3.2372 -0.122
O -4.1504 -0.1924 2.5292 -0.475
C -4.1330 0.9812 1.7105 -0.540
N -3.0951 -2.7867 3.1281 -0.544
H -1.6234 -2.8656 5.6834 0.476
H -1.6074 -1.1695 5.6408 0.321
H -0.6530 -2.0957 4.5725 -0.005
H -3.8125 -1.7116 4.6920 0.318
H -1.9225 -0.4146 2.7294 -0.128
H -2.7054 0.3090 3.9737 0.443
H -3.5790 0.8340 0.7834 0.064
H -3.7826 1.8720 2.2318 0.283
H -5.1407 1.2645 1.4068 0.383
H -2.3457 -2.9681 2.4758 0.166
H -3.1614 -3.6311 3.6783 0.265
C 1.1139 0.5512 2.3046 -0.826
C 1.2556 1.6561 3.3422 0.626
C 0.2881 1.4203 4.5677 -0.448
O 0.7332 2.3638 5.5256 -0.408
C 0.0738 2.1386 6.8242 -0.791
N 2.6683 1.6141 3.6646 -0.744
H 1.8009 0.5813 1.4588 0.385
H 0.1114 0.5716 1.8771 -0.149
H 1.0440 -0.4908 2.6167 0.127
H 1.0392 2.6152 2.8715 0.036
H 0.2453 0.3857 4.9081 0.257
H -0.7462 1.6177 4.2863 0.364
H -0.9143 1.6900 6.7216 0.289
H -0.0031 3.0735 7.3793 0.278
H 0.6588 1.3839 7.3498 0.303
H 2.9124 0.7899 4.1948 0.264
H 2.7159 2.3427 4.3625 0.347
C 6.3623 -3.4366 4.3810 -1.376
C 5.4131 -4.4429 3.6686 0.315
C 4.0969 -3.8311 3.1939 -0.643
O 3.1801 -3.6331 4.2233 -0.379
C 1.8182 -3.5901 4.0819 -0.272
N 6.3438 -4.8628 2.5708 -0.654
H 7.2327 -3.8611 4.8812 0.374
H 5.8972 -2.7558 5.0939 0.323
H 6.9177 -2.7961 3.6959 0.343
H 5.1674 -5.2810 4.3207 0.343
H 3.7032 -4.5527 2.4781 0.309
H 4.0762 -2.9734 2.5215 0.338
H 1.3595 -2.9359 3.3405 -0.078
H 1.5768 -3.3024 5.1052 0.255
H 1.5271 -4.5951 3.7764 0.319
H 6.1438 -5.8326 2.3721 0.249
H 6.3494 -4.3583 1.6959 0.214
C 0.8242 1.0865 -7.5366 -0.487
O 0.1533 2.1515 -8.1901 -0.374
P -1.0380 2.9552 -7.4453 1.015
O -2.3310 2.1331 -7.2629 -0.663
O -0.3584 3.4659 -6.0922 -0.305
C -1.2364 3.6300 -4.9987 -0.360
O -1.1891 4.2911 -8.3168 -0.332
C -1.7787 4.1093 -9.5812 -0.832
H 1.7283 1.4258 -7.0311 0.272
H 1.0352 0.1635 -8.0767 0.355
H 0.2760 0.8861 -6.6161 0.086
H -1.1637 2.8572 -4.2336 0.020
H -2.2658 3.7896 -5.3199 0.465
H -0.8774 4.5430 -4.5236 0.186
H -1.3962 4.8329 -10.3010 0.298
H -2.7240 4.6248 -9.4115 0.336
H -1.7006 3.2182 -10.2041 0.317
C -3.0894 -3.0601 -2.2680 0.444
C -2.9624 -4.2400 -1.3370 0.622
O -3.7161 -5.2691 -1.9963 -0.372
C -3.9522 -4.8296 -3.2703 0.515
O -4.3806 -5.4652 -4.2389 -0.594
O -3.6074 -3.5743 -3.4281 -0.379
F -3.4564 -3.9225 -0.1044 -0.255
H -2.2084 -2.4901 -2.5632 -0.240
H -3.7234 -2.3271 -1.7692 0.061
H -1.9337 -4.5912 -1.2569 0.304
C 3.2568 -0.6159 -3.6970 -0.429
C 3.6640 0.0232 -2.3894 0.459
O 2.7320 1.0762 -2.2012 -0.264
C 2.0455 1.2263 -3.2342 0.708
O 1.1230 2.0873 -3.3208 -0.533
O 2.4592 0.3865 -4.1844 -0.315
F 4.8633 0.6815 -2.5173 -0.338
H 2.5144 -1.3921 -3.5114 0.231
H 4.1197 -0.9341 -4.2820 0.349
H 3.6632 -0.6668 -1.5456 0.171
C -0.8188 4.6405 0.2992 0.783
C -2.1899 5.4269 0.3850 0.436
O -2.4535 5.9560 -0.8040 -0.299
C -1.2634 5.9348 -1.5049 0.673
O -1.0048 6.3321 -2.6362 -0.602
O -0.3019 5.4263 -0.7552 -0.358
F -2.1031 6.3916 1.2905 -0.346
H -0.9265 3.5990 -0.0037 -0.653
H -0.2679 4.6395 1.2397 0.156
H -3.0055 4.7930 0.7330 0.246
```

Net charge: -1
Frontier orbital gap (eV): 8.5
Spin multiplicity: 1
Max |F| (eV Å⁻¹): 7.6

***

Computed, not measured: a cluster of 2 separate species, C4H9PS2 in total in a non-equilibrium geometry, with wB97M-V/def2-TZVPD.

Structure (XYZ):
```
16
Properties=species:S:1:pos:R:3:nbo_charge:R:1
C -0.4365 0.7964 0.1327 -0.012
C 0.2015 -2.8318 -0.8850 -0.628
C 0.2117 -0.4854 0.0428 -0.578
C -0.3039 -1.3830 -1.1092 -0.376
P -0.0818 3.7826 1.4668 0.178
S -1.6516 1.7589 -0.1842 0.338
S 1.3518 2.4189 1.8694 -0.507
H -0.4458 -3.4427 -0.2469 0.214
H 0.0018 -3.1581 -1.9271 0.218
H 1.2409 -3.0368 -0.7526 0.221
H 1.2832 -0.5427 -0.0743 0.269
H -0.0464 -1.0041 1.0624 0.280
H 0.2409 -1.0619 -1.9867 0.202
H -1.4273 -1.2506 -1.3400 0.221
H 0.5946 5.0646 1.3213 -0.011
H -0.7332 4.3757 2.6106 -0.028
```

Frontier orbital gap (spin up / spin down) (eV): 6.6 / 6.8
Relative energy (zero: lowest compared OMol25 entry of this formula, charge and spin) (kJ/mol): 250.7
Spin multiplicity: 1
Max |F| (eV Å⁻¹): 3.5

***

Computed, not measured: a structure of composition C26H45Cl3HfO2P2 in a non-equilibrium geometry, with wB97M-V/def2-TZVPD.

Structure (XYZ):
```
79
Properties=species:S:1:pos:R:3:mulliken_charge:R:1
Hf 0.5470 -0.1223 -0.1832 0.008
C -1.0235 -1.4168 2.1701 0.261
C 0.1073 -1.9141 1.3860 2.679
C 0.8689 -0.4918 3.0565 0.015
C -0.5420 -0.5615 3.1582 0.846
C 1.3001 -1.2341 1.8982 0.141
C -2.3703 -2.0312 2.0965 -1.811
H -2.5168 -2.5091 1.1091 0.227
H -3.1873 -1.3090 2.2302 0.360
H -2.5205 -2.8222 2.8587 0.372
C -1.3286 -0.0469 4.3004 -2.021
H -2.3958 -0.0212 4.0425 0.363
H -1.0228 0.9559 4.6118 0.378
H -1.2249 -0.7195 5.1679 0.355
C 1.7714 -0.0878 4.1485 -1.686
H 1.6445 -0.7633 5.0185 0.378
H 1.5884 0.9409 4.5226 0.343
H 2.8262 -0.1671 3.8490 0.405
C 2.6833 -1.6782 1.5483 -0.550
H 2.9315 -2.6978 1.8966 0.306
H 3.4658 -1.0175 1.9504 0.518
H 2.8083 -1.6985 0.4469 -0.501
C 0.1667 -3.3550 0.9739 -1.881
H 0.2451 -4.0150 1.8603 0.360
H 1.0405 -3.5720 0.3537 0.355
H -0.7189 -3.6950 0.4263 0.407
C -0.3981 -0.0189 -2.1711 0.661
C -0.7436 -1.2715 -1.4642 1.759
C -0.5112 -2.6259 -2.1278 -1.477
C 0.9224 -3.1347 -2.1658 -1.861
C 2.0024 -2.1707 -1.7102 -0.262
C 2.2086 -0.9681 -2.3449 -0.311
C 1.5402 -0.7083 -3.6924 -1.616
C 0.1566 -0.0549 -3.5826 -1.394
H -0.9424 -2.5782 -3.1384 0.548
H 1.1254 -3.5011 -3.1828 0.665
H -1.1342 -3.3573 -1.5978 0.569
H -0.5704 -0.5450 -4.2570 0.553
H -1.1764 0.7470 -2.1524 -0.222
H -1.7686 -1.2664 -1.0537 -0.831
H 0.2029 0.9831 -3.9511 0.471
H 2.1820 -0.0881 -4.3316 0.561
H 3.1645 -0.4613 -2.1740 1.023
H 1.4178 -1.6491 -4.2519 0.332
H 1.0038 -4.0145 -1.5161 0.581
H 2.8462 -2.6627 -1.2049 0.737
P -3.2170 0.5120 -0.7061 1.323
C -3.9784 1.1070 0.8318 -0.765
H -5.0211 1.3789 0.6003 0.525
H -3.4082 1.9728 1.1955 0.004
H -3.9405 0.3085 1.5921 0.182
C -3.2772 1.9239 -1.8407 -1.178
H -4.3255 2.2049 -1.9579 0.554
H -2.8484 1.6625 -2.8132 0.381
H -2.7146 2.7557 -1.4107 -0.060
C -4.3997 -0.6178 -1.4899 -1.408
H -3.8872 -1.1127 -2.3402 0.293
H -5.2438 -0.0151 -1.8417 0.498
H -4.7270 -1.3828 -0.7727 0.373
P 2.3773 1.8693 -0.9044 1.187
C 4.0910 1.4139 -0.4080 -1.359
H 4.8526 1.9690 -0.9692 0.447
H 4.2508 0.3384 -0.5606 0.310
H 4.2209 1.6054 0.6623 0.401
C 2.4813 2.5030 -2.6233 -1.387
H 2.6602 1.7070 -3.3592 0.268
H 3.2657 3.2648 -2.6714 0.568
H 1.5339 2.9846 -2.8915 0.317
C 2.1982 3.5064 -0.0956 -1.271
H 2.9655 4.1994 -0.4774 0.606
H 2.2990 3.3944 0.9912 0.362
H 1.2086 3.9490 -0.2747 0.244
Cl 0.2386 4.9106 2.3488 -0.031
C -0.8795 3.6602 1.7395 0.766
Cl -2.1770 3.4139 2.9230 -0.080
Cl -1.5181 4.2392 0.1739 -0.128
C -0.1072 2.2819 1.5842 -0.856
O 0.8706 2.0789 2.2914 -0.388
O -0.5155 1.4093 0.6475 0.188
```

Net charge: +2
Frontier orbital gap (spin up / spin down) (eV): 4.1 / 4.1
Relative energy (zero: lowest compared OMol25 entry of this formula, charge and spin) (kJ/mol): 438.1
Spin multiplicity: 1
Max |F| (eV Å⁻¹): 6.4

***

Computed, not measured: a cluster of 3 separate species, C5H15NO2 in total in a non-equilibrium geometry, with wB97M-V/def2-TZVPD.

Structure (XYZ):
```
23
Properties=species:S:1:pos:R:3:nbo_charge:R:1
C 0.7231 -1.5968 0.3696 -0.638
C -0.0564 -0.5129 -0.3818 -0.037
C -0.4233 -0.9452 -1.7730 -0.644
C -0.4573 0.6980 0.0344 0.174
C -1.2971 1.7252 -0.6847 -0.657
N -0.2156 1.1887 1.3622 -0.912
H 0.7869 -1.2326 1.4060 0.196
H 1.6310 -1.9866 -0.1038 0.230
H -0.0616 -2.3591 0.5811 0.211
H 0.4674 -0.8309 -2.4096 0.207
H -1.0919 -0.3124 -2.3506 0.222
H -0.7821 -1.9967 -1.7899 0.211
H -1.7385 2.4503 0.0064 0.232
H -0.7799 2.2522 -1.5403 0.225
H -2.1786 1.2339 -1.1398 0.207
H 0.7421 1.2828 1.6920 0.384
H -0.9541 1.0282 2.0118 0.389
O 3.0129 1.9953 -0.9450 -0.924
H 3.2849 1.2867 -0.3517 0.462
H 2.9647 1.5181 -1.7669 0.463
O -1.3540 -1.4882 2.9204 -0.938
H -1.7363 -2.1354 2.3407 0.466
H -0.4863 -1.2625 2.5127 0.469
```

Frontier orbital gap (eV): 8.9
Relative energy (zero: lowest compared OMol25 entry of this formula, charge and spin) (kJ/mol): 182.1
Spin multiplicity: 1
Max |F| (eV Å⁻¹): 3.0

***

Computed, not measured: the molecule C3HFOS2 in a non-equilibrium geometry, with wB97M-V/def2-TZVPD.

Structure (XYZ):
```
8
Properties=species:S:1:pos:R:3:nbo_charge:R:1
C 1.3856 0.1166 -0.2715 -0.510
C 0.0434 -1.3751 0.2666 0.187
C -1.1483 1.0809 -0.0603 0.239
O -2.0159 1.8434 0.0925 -0.498
F 0.3476 -2.6300 -0.0457 -0.317
S 0.5043 1.5016 -0.1266 0.419
S -1.4483 -0.7957 -0.2110 0.259
H 2.3317 0.2583 0.3559 0.221
```

Frontier orbital gap (spin up / spin down) (eV): 7.6 / 7.2
Relative energy (zero: lowest compared OMol25 entry of this formula, charge and spin) (kJ/mol): 271.7
Spin multiplicity: 1
Max |F| (eV Å⁻¹): 4.3

***

Computed, not measured: a structure of composition C3H4P2 in a non-equilibrium geometry, with wB97M-V/def2-TZVPD.

Structure (XYZ):
```
9
Properties=species:S:1:pos:R:3:nbo_charge:R:1
C 0.5856 -0.6836 1.3370 -0.380
C -0.6900 0.0733 -0.7462 -0.665
C 0.4664 0.2044 0.3537 -0.298
P 0.8787 1.8180 -0.6874 0.322
P -0.5933 1.5712 -2.1940 0.184
H -0.0949 -1.4210 1.3817 0.186
H 1.4993 -0.8023 1.9478 0.209
H -0.3886 -0.9542 -1.0806 0.227
H -1.6633 0.1942 -0.3120 0.215
```

Frontier orbital gap (eV): 6.8
Relative energy (zero: lowest compared OMol25 entry of this formula, charge and spin) (kJ/mol): 198.0
Spin multiplicity: 1
Max |F| (eV Å⁻¹): 4.6

***

Computed, not measured: the molecule C17H18N4O in a non-equilibrium geometry, with wB97M-V/def2-TZVPD.

Structure (XYZ):
```
40
Properties=species:S:1:pos:R:3:nbo_charge:R:1
C -2.6897 -2.8790 0.8112 -0.651
C -2.5827 -1.4592 0.3626 0.293
C -3.6389 -0.5494 0.6112 -0.337
C -3.5332 0.7525 0.2019 0.300
C -4.5561 1.8126 0.3937 -0.655
N -2.3913 1.0985 -0.4352 -0.170
N -2.0779 2.3002 -0.9086 -0.303
C -0.8757 2.1693 -1.4457 0.059
C -0.3762 0.8640 -1.3391 -0.282
C 0.9390 0.3723 -1.7770 0.675
O 1.7987 1.0979 -2.2405 -0.628
N 1.0777 -0.9732 -1.6438 -0.631
C 2.3762 -1.5934 -1.6816 -0.216
C 2.9261 -1.8111 -0.2581 -0.429
C 2.9458 -0.4958 0.4658 -0.027
C 1.8417 -0.0810 1.1997 -0.230
C 1.8143 1.1734 1.7823 -0.198
C 2.8930 2.0279 1.6404 -0.221
C 4.0008 1.6197 0.9176 -0.215
C 4.0245 0.3677 0.3320 -0.156
C -1.3816 0.1669 -0.6660 0.344
N -1.4883 -1.0989 -0.2621 -0.489
H -1.7978 -3.4271 0.5225 0.235
H -3.5623 -3.3493 0.3608 0.228
H -2.8053 -2.9232 1.8930 0.228
H -4.5255 -0.8852 1.1236 0.228
H -4.8520 2.2114 -0.5756 0.248
H -4.1234 2.6381 0.9569 0.248
H -5.4262 1.4254 0.9148 0.226
H -0.3892 3.0094 -1.8992 0.227
H 0.3413 -1.4634 -1.1516 0.416
H 2.3111 -2.5485 -2.2117 0.195
H 3.0320 -0.9148 -2.2322 0.232
H 2.2849 -2.5224 0.2678 0.203
H 3.9307 -2.2305 -0.3283 0.216
H 0.9928 -0.7424 1.3111 0.209
H 0.9445 1.4873 2.3426 0.207
H 2.8691 3.0106 2.0883 0.211
H 4.8444 2.2840 0.8009 0.210
H 4.8847 0.0588 -0.2445 0.200
```

Frontier orbital gap (eV): 8.9
Relative energy (zero: lowest compared OMol25 entry of this formula, charge and spin) (kJ/mol): 73.5
Spin multiplicity: 1
Max |F| (eV Å⁻¹): 1.2